No. 1
# C2H4N2S2

A 2-piece molecular cluster, C2H4N2S2 overall at a distorted geometry (wB97M-V/def2-TZVPD, OMol25).

Energy = -984.32811 Eh
Energy above the lowest of the compared OMol25 structures with the same formula, charge and spin = 117.20 kcal/mol
2S+1 = 1
HOMO level (alpha / beta) = -8.97 / -8.68 eV

Element x y z (Å)
C: -2.05133 -0.62975 -0.05322
C: 1.11729 0.71598 1.18392
N: -3.05857 1.46077 0.54542
N: -2.36456 0.46256 0.33719
S: -1.94624 -2.13436 -0.53940
S: 0.19288 0.92691 -0.37814
H: 2.20724 0.87431 0.98983
H: 0.98317 -0.28449 1.50935
H: 0.72029 1.23761 2.01959
H: -2.95192 1.85968 1.43573

Forces on the atoms, in the same order (eV/Å):
C -0.28 -0.04 -0.41
C 0.33 -0.29 -1.10
N -1.51 0.93 -2.15
N 0.75 -1.64 0.62
S 0.17 0.29 0.23
S 0.70 0.30 0.43
H -0.96 0.10 0.25
H 0.23 -1.37 -0.09
H -0.06 1.36 0.39
H 0.65 0.37 1.83

Per-atom Löwdin charges, elementary charge units: number 1, C, carries -0.82; number 2, C, carries -0.50; number 3, N, carries 0.13; number 4, N, carries -0.21; number 5, S, carries 0.69; number 6, S, carries 0.61; number 7, H, carries 0.05; number 8, H, carries 0.00; number 9, H, carries 0.00; number 10, H, carries 0.05

No. 2
# C4H12N2O

One molecule with the formula C4H12N2O (wB97M-V/def2-TZVPD, OMol25).

Energy = -344.31844 Eh
Energy above the lowest of the compared OMol25 structures with the same formula, charge and spin = 41.78 kcal/mol
SMILES = CNCCNCO
2S+1 = 1
HOMO level = -8.32 eV

Element x y z (Å)
C: -1.80063 1.71676 0.73353
N: -1.89658 0.46412 0.01779
C: -1.29607 -0.68704 0.62408
C: 0.24388 -0.65672 0.70248
N: 0.79665 -0.75888 -0.63545
C: 2.17713 -0.49597 -0.82872
O: 2.41078 0.42161 -1.91592
H: -1.17482 2.44523 0.22174
H: -2.78572 2.17257 0.88052
H: -1.38240 1.52211 1.71369
H: -1.65595 0.46911 -0.96374
H: -1.65572 -0.84634 1.64997
H: -1.58890 -1.57632 0.05018
H: 0.60049 -1.43701 1.38039
H: 0.54280 0.31605 1.09427
H: 0.46974 -1.60423 -1.08773
H: 2.77173 -1.38737 -1.01536
H: 2.54957 0.01875 0.05852
H: 2.67403 -0.09644 -2.68022

Forces on the atoms, in the same order (eV/Å):
C -0.15 0.04 -0.31
N -0.53 -0.59 -0.30
C 0.68 -0.46 0.45
C -0.33 0.29 -0.36
N -0.52 -0.39 -0.14
C 0.18 0.85 -0.28
O 0.05 -0.34 0.24
H 0.18 0.11 0.03
H 0.05 -0.04 -0.02
H 0.15 0.13 0.27
H 0.05 0.52 0.16
H -0.21 0.17 -0.20
H -0.03 0.06 0.10
H 0.05 -0.11 0.16
H 0.09 -0.01 0.21
H 0.16 0.07 -0.04
H 0.12 -0.25 0.09
H 0.08 -0.14 0.02
H -0.05 0.09 -0.09

Per-atom Löwdin charges, elementary charge units: number 1, C, carries -0.13; number 2, N, carries -0.13; number 3, C, carries -0.26; number 4, C, carries -0.23; number 5, N, carries -0.06; number 6, C, carries -0.30; number 7, O, carries -0.06; number 8, H, carries 0.08; number 9, H, carries 0.07; number 10, H, carries 0.07; number 11, H, carries 0.10; number 12, H, carries 0.11; number 13, H, carries 0.11; number 14, H, carries 0.11; number 15, H, carries 0.11; number 16, H, carries 0.11; number 17, H, carries 0.12; number 18, H, carries 0.12; number 19, H, carries 0.07

No. 3
# C20H19ClFN3O5S

One molecule with the formula C20H19ClFN3O5S at a distorted geometry (wB97M-V/def2-TZVPD, OMol25).

Energy = -2272.20905 Eh
SMILES = COc1ccc(N(CC(=O)Nc2ccc(F)c(Cl)c2)S(=O)(=O)c2c(C)noc2C)cc1
2S+1 = 1
HOMO level = -8.48 eV

Element x y z (Å)
C: -6.08428 -0.72361 1.46626
O: -4.81615 -1.28967 1.70023
C: -3.72917 -0.71226 1.12662
C: -2.50279 -1.33102 1.37698
C: -1.33575 -0.82910 0.84393
C: -1.36022 0.31901 0.05639
N: -0.16110 0.88929 -0.41285
C: 0.02226 1.24159 -1.80671
C: 0.68216 0.07779 -2.56256
O: 0.05889 -0.63280 -3.31749
N: 1.99850 -0.04258 -2.25555
C: 2.88455 -1.05830 -2.61465
C: 4.14755 -1.05212 -2.02282
C: 5.07127 -2.02550 -2.34483
C: 4.73906 -3.00849 -3.26059
F: 5.64959 -3.95035 -3.56870
C: 3.48371 -3.02710 -3.85607
Cl: 3.07969 -4.25600 -4.99388
C: 2.55523 -2.05049 -3.53367
S: 1.17558 0.83274 0.57388
O: 1.67976 -0.49172 0.79783
O: 2.10803 1.77883 0.01832
C: 0.49152 1.45624 2.06799
C: -0.07146 2.75425 2.23797
C: -0.17000 3.81311 1.21089
N: -0.50371 2.88577 3.46013
O: -0.25243 1.72328 4.11610
C: 0.34428 0.85644 3.29305
C: 0.71347 -0.48615 3.78590
C: -2.57901 0.93788 -0.19194
C: -3.75479 0.42564 0.32697
H: -6.33582 -0.72916 0.40119
H: -6.79013 -1.35294 2.00559
H: -6.14493 0.29923 1.85128
H: -2.49428 -2.22105 1.98562
H: -0.39772 -1.32721 1.02281
H: -0.94921 1.44068 -2.25988
H: 0.65151 2.13426 -1.85283
H: 2.36974 0.61538 -1.57686
H: 4.39329 -0.28752 -1.30202
H: 6.05138 -2.03824 -1.89557
H: 1.57929 -2.06298 -3.98933
H: -0.40585 4.76282 1.68138
H: 0.77121 3.87904 0.66929
H: -0.95660 3.56040 0.50142
H: 1.25815 -0.40160 4.72420
H: -0.18707 -1.07061 3.97109
H: 1.32427 -0.98509 3.03908
H: -2.62008 1.82976 -0.79902
H: -4.68143 0.93025 0.10540

Forces on the atoms, in the same order (eV/Å):
C -0.20 0.09 -0.03
O 0.32 -0.10 0.01
C 0.22 -0.01 0.01
C -0.28 0.06 0.03
C -0.23 -0.04 -0.13
C -0.67 -0.35 0.31
N 0.85 0.21 0.63
C 0.33 -0.01 -0.41
C -0.10 0.48 0.01
O -0.17 -0.18 -0.16
N 0.17 0.27 0.15
C 0.24 -0.45 -0.24
C -0.17 -0.07 -0.10
C -0.07 -0.15 -0.16
C -0.09 -0.01 -0.05
F -0.14 0.09 0.01
C 0.34 0.11 0.24
Cl 0.02 -0.08 -0.05
C -0.05 0.03 0.02
S -0.56 0.30 0.72
O -0.19 0.02 0.06
O -0.02 0.23 -0.10
C 0.19 -0.36 0.09
C 0.03 -0.34 0.29
C -0.09 0.19 0.09
N -0.27 1.28 -0.62
O 0.42 -1.11 0.08
C 0.23 0.05 -0.69
C -0.10 0.06 0.16
C 0.34 -0.06 0.01
C -0.27 -0.13 0.07
H 0.02 0.01 0.03
H 0.01 0.08 -0.06
H 0.01 -0.03 -0.03
H 0.01 -0.12 0.08
H 0.02 -0.14 0.02
H 0.15 -0.06 0.10
H -0.14 -0.03 -0.13
H -0.06 -0.03 -0.29
H 0.06 0.09 0.10
H 0.10 -0.01 0.04
H 0.00 -0.02 -0.03
H -0.01 0.08 -0.03
H 0.00 0.10 -0.03
H -0.05 0.02 -0.09
H 0.05 -0.02 0.04
H -0.05 -0.06 0.01
H 0.00 -0.03 0.07
H 0.01 0.12 -0.05
H -0.10 0.02 0.00

Per-atom Löwdin charges, elementary charge units: number 1, C, carries -0.09; number 2, O, carries -0.08; number 3, C, carries -0.27; number 4, C, carries 0.02; number 5, C, carries -0.01; number 6, C, carries -0.26; number 7, N, carries -0.17; number 8, C, carries -0.07; number 9, C, carries -0.43; number 10, O, carries 0.09; number 11, N, carries 0.13; number 12, C, carries -0.21; number 13, C, carries -0.01; number 14, C, carries 0.00; number 15, C, carries -0.31; number 16, F, carries 0.05; number 17, C, carries -0.59; number 18, Cl, carries 0.72; number 19, C, carries -0.02; number 20, S, carries 0.70; number 21, O, carries -0.27; number 22, O, carries -0.28; number 23, C, carries -0.17; number 24, C, carries -0.31; number 25, C, carries 0.00; number 26, N, carries 0.12; number 27, O, carries 0.04; number 28, C, carries -0.27; number 29, C, carries 0.02; number 30, C, carries -0.01; number 31, C, carries -0.01; number 32, H, carries 0.10; number 33, H, carries 0.09; number 34, H, carries 0.10; number 35, H, carries 0.12; number 36, H, carries 0.10; number 37, H, carries 0.13; number 38, H, carries 0.13; number 39, H, carries 0.09; number 40, H, carries 0.12; number 41, H, carries 0.12; number 42, H, carries 0.10; number 43, H, carries 0.09; number 44, H, carries 0.08; number 45, H, carries 0.08; number 46, H, carries 0.10; number 47, H, carries 0.10; number 48, H, carries 0.08; number 49, H, carries 0.11; number 50, H, carries 0.11

No. 4
# C8H14NPS

One molecule with the formula C8H14NPS (wB97M-V/def2-TZVPD, OMol25).

Energy = -1107.50961 Eh
Energy above the lowest of the compared OMol25 structures with the same formula, charge and spin = 0.00 kcal/mol
SMILES = SPCCCCn1cccc1
2S+1 = 1
HOMO level = -8.15 eV

Element x y z (Å)
S: 2.29742 -2.07963 1.12248
P: 2.43981 -1.08023 -0.73893
C: 2.33153 0.70652 -0.26785
C: 1.01015 1.07404 0.44404
C: 0.01138 1.81569 -0.45749
C: -1.45272 1.44847 -0.19871
N: -1.68065 0.02105 -0.12289
C: -2.32465 -0.62313 0.89745
C: -2.31652 -1.96512 0.64022
C: -1.63208 -2.14745 -0.59222
C: -1.25496 -0.90800 -1.03290
H: 2.42172 -1.06187 1.98785
H: 3.84368 -1.11357 -0.91986
H: 3.18894 0.96336 0.35699
H: 2.42383 1.24930 -1.21490
H: 0.54245 0.16815 0.83814
H: 1.25785 1.70029 1.30551
H: 0.09339 2.89136 -0.26622
H: 0.25189 1.68772 -1.51741
H: -2.08399 1.87353 -0.98633
H: -1.78288 1.88692 0.74657
H: -2.74194 -0.07681 1.73044
H: -2.73295 -2.73733 1.26788
H: -1.41069 -3.06984 -1.10675
H: -0.70000 -0.62341 -1.91511

Forces on the atoms, in the same order (eV/Å):
S -0.18 -0.20 0.20
P -0.09 -0.02 -0.31
C -0.07 -0.04 0.23
C 0.15 0.03 -0.18
C -0.06 0.23 0.17
C -0.03 0.15 -0.09
N -0.02 0.02 0.03
C -0.05 0.13 0.16
C 0.08 -0.34 -0.14
C 0.02 -0.09 -0.01
C 0.05 0.11 -0.10
H 0.23 0.10 -0.11
H 0.04 0.10 0.08
H -0.02 0.02 -0.08
H 0.09 0.06 0.13
H 0.01 0.05 0.02
H -0.14 -0.06 -0.03
H 0.03 -0.05 -0.18
H -0.02 -0.21 0.09
H 0.06 0.04 0.07
H 0.02 -0.14 -0.03
H 0.06 0.02 -0.10
H -0.01 0.07 -0.03
H -0.08 0.00 0.11
H -0.08 0.01 0.10

Per-atom Löwdin charges, elementary charge units: number 1, S, carries 0.31; number 2, P, carries 0.52; number 3, C, carries -0.49; number 4, C, carries -0.28; number 5, C, carries -0.19; number 6, C, carries -0.15; number 7, N, carries -0.14; number 8, C, carries -0.11; number 9, C, carries -0.10; number 10, C, carries -0.10; number 11, C, carries -0.13; number 12, H, carries -0.20; number 13, H, carries -0.11; number 14, H, carries 0.06; number 15, H, carries 0.06; number 16, H, carries 0.06; number 17, H, carries 0.11; number 18, H, carries 0.11; number 19, H, carries 0.10; number 20, H, carries 0.12; number 21, H, carries 0.12; number 22, H, carries 0.11; number 23, H, carries 0.09; number 24, H, carries 0.09; number 25, H, carries 0.11

What did the second record say?
# C4H12N2O

One molecule with the formula C4H12N2O (wB97M-V/def2-TZVPD, OMol25).

Energy = -344.31844 Eh
Energy above the lowest of the compared OMol25 structures with the same formula, charge and spin = 41.78 kcal/mol
SMILES = CNCCNCO
2S+1 = 1
HOMO level = -8.32 eV

Element x y z (Å)
C: -1.80063 1.71676 0.73353
N: -1.89658 0.46412 0.01779
C: -1.29607 -0.68704 0.62408
C: 0.24388 -0.65672 0.70248
N: 0.79665 -0.75888 -0.63545
C: 2.17713 -0.49597 -0.82872
O: 2.41078 0.42161 -1.91592
H: -1.17482 2.44523 0.22174
H: -2.78572 2.17257 0.88052
H: -1.38240 1.52211 1.71369
H: -1.65595 0.46911 -0.96374
H: -1.65572 -0.84634 1.64997
H: -1.58890 -1.57632 0.05018
H: 0.60049 -1.43701 1.38039
H: 0.54280 0.31605 1.09427
H: 0.46974 -1.60423 -1.08773
H: 2.77173 -1.38737 -1.01536
H: 2.54957 0.01875 0.05852
H: 2.67403 -0.09644 -2.68022

Forces on the atoms, in the same order (eV/Å):
C -0.15 0.04 -0.31
N -0.53 -0.59 -0.30
C 0.68 -0.46 0.45
C -0.33 0.29 -0.36
N -0.52 -0.39 -0.14
C 0.18 0.85 -0.28
O 0.05 -0.34 0.24
H 0.18 0.11 0.03
H 0.05 -0.04 -0.02
H 0.15 0.13 0.27
H 0.05 0.52 0.16
H -0.21 0.17 -0.20
H -0.03 0.06 0.10
H 0.05 -0.11 0.16
H 0.09 -0.01 0.21
H 0.16 0.07 -0.04
H 0.12 -0.25 0.09
H 0.08 -0.14 0.02
H -0.05 0.09 -0.09

Per-atom Löwdin charges, elementary charge units: number 1, C, carries -0.13; number 2, N, carries -0.13; number 3, C, carries -0.26; number 4, C, carries -0.23; number 5, N, carries -0.06; number 6, C, carries -0.30; number 7, O, carries -0.06; number 8, H, carries 0.08; number 9, H, carries 0.07; number 10, H, carries 0.07; number 11, H, carries 0.10; number 12, H, carries 0.11; number 13, H, carries 0.11; number 14, H, carries 0.11; number 15, H, carries 0.11; number 16, H, carries 0.11; number 17, H, carries 0.12; number 18, H, carries 0.12; number 19, H, carries 0.07

energy of number 2 (C4H12N2O)? -344.31844 Eh

Which of these has the lowest energy? C20H19ClFN3O5S